Entry 1:
ORCA calculation (ωB97M-V/def2-TZVPD) on a 13-piece molecular cluster, C6H36O13 overall.

ORCA input file:
```
! RIJCOSX wB97M-V def2-TZVPD def2/J DEFGRID3
* xyz 1 2
O -0.61087 -0.96753 -3.15924
C -0.57231 -1.86379 -2.33519
C -1.16088 -1.81602 -0.99294
C -0.27389 -1.93626 0.21838
C 0.86529 -0.90762 0.34878
C -1.16994 -1.99081 1.49722
C -2.33660 -3.02178 1.36660
H -0.27426 -2.85065 -2.79615
H -1.90963 -2.64301 -1.01704
H -1.90142 -0.97655 -0.80578
H -0.01604 -3.13144 0.10630
H 0.64359 0.10823 -0.01958
H 1.25166 -0.99734 1.36043
H 1.70941 -0.97944 -0.37864
H -1.64941 -1.02655 1.68066
H -0.57621 -2.27998 2.37723
H -1.75641 -3.93630 1.20318
H -2.68530 -3.28298 2.38518
H -2.99951 -2.93060 0.49495
H 3.12630 -1.50479 -1.17474
H 4.04338 -0.75110 -1.91129
O 3.07589 -0.76761 -1.80230
H 0.05384 2.21533 3.34792
H -0.77075 1.55824 2.23339
O -0.32106 1.36666 3.09751
H 2.49152 -3.52392 0.24752
H 1.14687 -3.45565 -0.24441
O 1.87866 -4.15480 -0.15946
H -1.09443 0.51883 -2.85500
H -1.75830 2.05692 -2.94824
O -1.58861 1.27503 -2.40747
H -2.43035 2.43785 0.42530
H -1.52155 1.98022 -0.91067
O -1.81709 2.69137 -0.28772
H -3.43347 0.77845 -0.33004
H -4.31358 0.69753 1.00775
O -3.42697 0.82340 0.65976
H 3.16745 -0.99908 2.20403
H 3.82791 -0.30843 0.91397
O 3.95242 -0.97374 1.59236
H 0.34973 3.56909 1.93816
H -0.76402 3.77714 0.81492
O -0.63313 3.71219 1.78312
H -3.86402 -0.54198 -2.28164
H -3.30508 0.91249 -2.20138
O -4.03041 0.32041 -1.87991
H 1.92663 3.55536 0.08272
H 2.38737 2.15011 0.37972
O 2.00716 2.91816 0.82337
H 2.35129 1.01287 3.83382
H 1.46412 1.03345 2.76511
O 2.25471 0.49735 3.01645
H 2.09877 2.49084 -1.97334
H 3.18342 1.59046 -2.59807
O 3.04459 2.41920 -2.13132
*
```

**Calculated total energy**: -1227.83506 a.u.
**Maximum force**: 0.063 Eh/bohr
**Kohn-Sham gap (alpha / beta)**: 9.95 / 3.04 eV
**HOMO (alpha / beta)**: -13.359 / -13.354 eV
**ΔE to the lowest compared entry with this formula, charge and spin**: 90.7 kcal per mole

---

Entry 2:
ORCA calculation (ωB97M-V/def2-TZVPD) on a 2-piece molecular cluster, C4H13N3 overall.

ORCA input file:
```
! RIJCOSX wB97M-V def2-TZVPD def2/J DEFGRID3
* xyz 0 1
C 0.62961 0.56710 -0.53535
C 0.63166 -0.73213 0.11248
C -2.46016 -1.05689 -1.14599
C 2.65563 1.08414 1.01899
N -1.42513 -0.67425 -0.22433
N 2.08779 0.23544 -0.02046
N -1.92922 0.14106 0.84400
H 2.73371 -0.07296 -0.73770
H -2.59124 -0.39622 1.41686
H -2.47949 0.93189 0.48826
H 0.59402 0.62230 -1.61528
H 0.16967 1.36539 0.03303
H 0.86595 -1.62695 -0.45059
H 0.41619 -0.76724 1.17345
H -3.24033 -1.69156 -0.67383
H -2.99630 -0.19360 -1.59425
H -2.03068 -1.64474 -1.96596
H 2.99036 2.03811 0.60439
H 3.49145 0.57771 1.50723
H 1.88653 1.29341 1.76504
*
```

**Calculated total energy**: -324.25702 a.u.
**Maximum force**: 0.051 Eh/bohr
**Kohn-Sham gap**: 6.66 eV
**HOMO**: -5.948 eV
**ΔE to the lowest compared entry with this formula, charge and spin**: 136.7 kcal per mole

---

Entry 3:
ORCA calculation (ωB97M-V/def2-TZVPD) on C16H11IrN7OSe as an isolated structure.

ORCA input file:
```
! RIJCOSX wB97M-V def2-TZVPD def2/J DEFGRID3
* xyz 2 2
Ir -0.15615 -0.13857 0.25559
N 3.32428 -2.55276 -0.23158
C 2.31669 -1.93159 0.32123
N 1.45784 -1.19787 -0.37739
C 1.59165 -1.07825 -1.77526
N 0.76158 -0.35577 -2.47575
N -0.18714 0.22067 -1.66825
C -1.07002 1.05906 -2.09534
C -1.97197 1.61009 -1.07914
C -2.96714 2.51471 -1.36906
C -3.75418 3.00681 -0.32474
C -3.51073 2.57734 0.96233
C -2.49151 1.65506 1.19445
N -1.74446 1.18635 0.20304
C 2.69542 -1.76429 -2.40778
C 2.91687 -1.70625 -3.78923
C 3.99848 -2.36094 -4.33298
C 4.87677 -3.07830 -3.51505
C 4.67291 -3.15551 -2.15181
C 3.57831 -2.49725 -1.61109
H 3.93313 -3.10765 0.35805
H 2.16276 -2.03431 1.38714
H -1.11418 1.33373 -3.14382
H -3.12666 2.83469 -2.39002
H -4.54300 3.71816 -0.52879
H -4.09317 2.94005 1.79748
H -2.27024 1.28144 2.18494
H 2.23323 -1.14509 -4.40993
H 4.17216 -2.32092 -5.39905
H 5.72951 -3.57920 -3.95276
H 5.34799 -3.71756 -1.51878
O 0.69385 0.15267 4.46214
C 0.42155 0.03907 3.34068
N 0.13708 -0.08199 2.17472
Se -1.66012 -1.94086 0.13694
C -0.51347 -3.10474 0.97818
N 0.21613 -3.80082 1.53532
*
```

**Calculated total energy**: -3580.05375 a.u.
**Maximum force**: 0.008 Eh/bohr
**Kohn-Sham gap (alpha / beta)**: 6.30 / 5.21 eV
**HOMO (alpha / beta)**: -15.218 / -15.227 eV
**ΔE to the lowest compared entry with this formula, charge and spin**: 1.7 kcal per mole

---

Entry 4:
ORCA calculation (ωB97M-V/def2-TZVPD) on a 2-piece molecular cluster, C4H10N2O2 overall.

ORCA input file:
```
! RIJCOSX wB97M-V def2-TZVPD def2/J DEFGRID3
* xyz 0 1
C 1.86880 -0.54847 -0.92457
C 1.16840 -0.44836 1.51125
C -2.38202 1.37344 -0.52553
C 1.03755 0.19256 0.11950
N -0.97293 -1.74643 -0.37458
N -0.32245 0.17006 -0.39633
O -1.97353 -1.71697 0.18250
O -1.26159 0.93705 0.28731
H 1.26741 -1.00028 -1.65507
H 2.67397 0.08789 -1.49860
H 2.32301 -1.51208 -0.55261
H 2.14171 -0.38857 1.96783
H 0.78971 -1.49378 1.64766
H 0.47930 0.14365 2.19677
H -3.15521 1.90544 0.17961
H -2.66723 0.62294 -1.14505
H -2.16319 2.16732 -1.25781
H 1.14829 1.25459 0.23773
*
```

**Calculated total energy**: -418.17032 a.u.
**Maximum force**: 0.078 Eh/bohr
**Kohn-Sham gap (alpha / beta)**: 8.44 / 7.71 eV
**HOMO (alpha / beta)**: -8.102 / -7.836 eV
**ΔE to the lowest compared entry with this formula, charge and spin**: 182.4 kcal per mole

---

Entry 5:
ORCA calculation (ωB97M-V/def2-TZVPD) on a 11-piece molecular cluster, C33H57F7O37P4 overall.

ORCA input file:
```
! RIJCOSX wB97M-V def2-TZVPD def2/J DEFGRID3
* xyz 0 1
O -4.05589 -3.59644 -0.70363
C -4.52733 -4.38864 -1.46372
O -5.15084 -4.12383 -2.64106
C -5.54249 -5.33623 -3.27749
C -4.88734 -6.38985 -2.43802
F -3.83788 -6.82460 -3.13563
O -4.40669 -5.67393 -1.39169
H -6.60427 -5.19522 -3.07538
H -5.43888 -5.41098 -4.35997
H -5.49969 -7.26589 -2.22429
O 5.42669 -2.93030 1.72468
C 5.81161 -1.78761 1.46519
O 7.09129 -1.27813 1.57673
C 7.06002 0.00064 0.95872
C 5.63888 0.37086 0.81860
F 5.33479 1.04968 -0.29883
O 5.05822 -0.93785 0.79217
H 7.79784 0.70514 1.34265
H 7.39176 -0.06959 -0.07719
H 5.25212 0.96346 1.64767
O -1.31568 0.94273 -4.29722
C -1.97194 0.10657 -3.72790
O -1.52054 -0.78152 -2.83659
C -2.57179 -1.65975 -2.59077
C -3.77825 -0.72790 -2.80628
F -3.99499 0.05697 -1.70380
O -3.25059 -0.00421 -3.85983
H -2.55289 -2.43577 -3.35597
H -2.37839 -2.20379 -1.66626
H -4.72412 -1.23556 -2.99522
O -0.18329 5.16045 -1.47258
C -0.87347 5.92586 -2.14070
O -1.93109 5.49053 -2.81724
C -2.58172 6.51605 -3.41678
C -1.78456 7.76187 -2.97960
F -2.42493 8.57297 -2.09897
O -0.68683 7.18893 -2.39566
H -2.54673 6.39454 -4.49942
H -3.58462 6.47007 -2.99230
H -1.43382 8.36898 -3.81417
O 2.98696 7.21810 3.17746
C 2.89233 5.99820 3.09899
O 1.74907 5.29423 2.99089
C 2.06106 3.95554 3.13069
C 3.51796 3.87795 2.76305
F 3.67259 3.59178 1.48375
O 3.88863 5.21922 3.02493
H 1.82449 3.54706 4.11318
H 1.39374 3.38528 2.48448
H 4.08924 3.09298 3.25859
O -0.93069 2.12589 5.15477
C -1.53109 2.95778 4.43667
O -2.39843 2.71550 3.54559
C -2.52042 3.82444 2.61981
C -2.21768 4.95832 3.60713
F -3.34511 5.26123 4.34307
O -1.22340 4.27974 4.35109
H -1.71973 3.76879 1.88232
H -3.48867 3.89702 2.12451
H -1.88574 5.86544 3.10211
O 2.46740 -2.67849 3.20443
C 2.57458 -1.67998 3.86928
O 1.92283 -0.58319 3.66249
C 2.25832 0.41824 4.59263
C 3.41630 -0.20055 5.40990
F 3.05475 -0.48754 6.66231
O 3.60132 -1.41371 4.69075
H 2.53250 1.33841 4.07666
H 1.39503 0.69158 5.19936
H 4.31457 0.40985 5.50270
C -6.31196 1.12563 1.53205
O -5.39985 0.47008 2.41853
P -5.94088 -0.57698 3.50725
O -4.85423 -0.92530 4.45894
O -7.28382 0.15375 4.12687
C -7.51003 0.02763 5.50130
O -6.47857 -1.86727 2.60994
C -5.69327 -2.46105 1.60739
H -7.35634 0.81411 1.55042
H -6.02791 1.10477 0.47992
H -6.30037 2.19705 1.73212
H -7.86612 0.97922 5.89598
H -6.64768 -0.31583 6.07269
H -8.19598 -0.79761 5.69251
H -5.93077 -2.03252 0.63371
H -5.82144 -3.54288 1.57090
H -4.62586 -2.26826 1.71493
C 6.42431 -1.76373 -5.69832
O 7.07520 -1.25938 -4.50267
P 6.57636 -1.65584 -3.00241
O 7.49101 -1.27984 -1.87743
O 5.12020 -1.01541 -2.87679
C 5.01088 0.29686 -3.41232
O 6.34164 -3.26746 -3.11110
C 5.67816 -3.90730 -2.04794
H 5.90495 -1.00778 -6.28730
H 5.67525 -2.52156 -5.46874
H 7.29009 -2.20579 -6.19139
H 4.70863 0.42644 -4.45154
H 5.94438 0.85149 -3.31718
H 4.31633 0.79027 -2.73243
H 4.78381 -4.30897 -2.52429
H 5.31135 -3.34549 -1.18892
H 6.23072 -4.80975 -1.78650
C -0.80197 -5.08388 -2.24286
O -0.48193 -3.93790 -3.03056
P 0.97498 -3.32711 -2.94721
O 2.02323 -4.31485 -3.25196
O 0.89667 -1.99196 -3.84161
C 1.60018 -0.83931 -3.48100
O 0.87948 -2.80103 -1.37515
C 1.46026 -3.41443 -0.21160
H -1.45185 -4.92162 -1.38295
H 0.07727 -5.47503 -1.73096
H -1.29473 -5.85641 -2.83318
H 1.80560 -0.31281 -4.41304
H 2.59131 -0.99690 -3.05565
H 1.05878 -0.20652 -2.77774
H 2.42344 -2.94216 -0.01836
H 1.56957 -4.45744 -0.50873
H 0.82843 -3.23042 0.65732
C 2.33900 -0.12164 0.26553
O 0.96199 0.02851 -0.20606
P -0.21117 0.49252 0.82187
O 0.11666 1.45510 1.90839
O -1.11454 -0.82477 1.22455
C -2.45480 -0.67083 1.40707
O -1.23797 1.19772 -0.24300
C -0.98707 2.43599 -0.72749
H 2.62252 0.84208 0.68856
H 2.99439 -0.56114 -0.48641
H 2.37162 -0.76987 1.14122
H -2.89190 0.30875 1.21347
H -2.63837 -1.00659 2.42770
H -3.01498 -1.39467 0.81517
H -1.76969 3.13361 -0.42927
H -1.10384 2.30405 -1.80316
H 0.04742 2.72171 -0.53697
*
```

**Calculated total energy**: -6140.31950 a.u.
**Maximum force**: 0.113 Eh/bohr
**Kohn-Sham gap**: 10.27 eV
**HOMO**: -10.254 eV
**ΔE to the lowest compared entry with this formula, charge and spin**: 9.2 kcal per mole

---

Entry 6:
ORCA calculation (ωB97M-V/def2-TZVPD) on an isolated molecule of C5H9N3.

ORCA input file:
```
! RIJCOSX wB97M-V def2-TZVPD def2/J DEFGRID3
* xyz 0 1
N -2.11149 0.34582 -1.88142
N -1.56468 -0.61192 -1.07392
C -0.57745 -0.36097 -0.31592
C 0.13451 0.98813 -0.32688
C 0.95296 0.67269 0.89622
N 2.33523 0.27004 1.27637
C 1.44130 -0.63299 0.58013
C 0.13143 -1.36889 0.61210
H -2.04677 1.28758 -1.50410
H -3.06885 0.11066 -2.13631
H 0.73378 1.06908 -1.24297
H -0.51686 1.86248 -0.20382
H 0.27600 0.59058 1.74532
H 2.23257 0.25326 2.27942
H 1.86348 -0.69756 -0.41306
H -0.33703 -1.44062 1.58171
H 0.12187 -2.33738 0.12712
*
```

**Calculated total energy**: -360.01023 a.u.
**Maximum force**: 0.044 Eh/bohr
**Kohn-Sham gap**: 9.82 eV
**HOMO**: -8.846 eV
**ΔE to the lowest compared entry with this formula, charge and spin**: 117.4 kcal per mole

---

Q: What is the ΔE to the lowest compared entry with this formula, charge and spin in the fifth record?
A: 9.2 kcal per mole

---

Q: Which of these has the lowest calculated total energy?
A: C33H57F7O37P4

---

Q: Which of these has the highest ΔE to the lowest compared entry with this formula, charge and spin?
A: C4H10N2O2

---

Copy entry 6 word for word.
ORCA calculation (ωB97M-V/def2-TZVPD) on an isolated molecule of C5H9N3.

ORCA input file:
```
! RIJCOSX wB97M-V def2-TZVPD def2/J DEFGRID3
* xyz 0 1
N -2.11149 0.34582 -1.88142
N -1.56468 -0.61192 -1.07392
C -0.57745 -0.36097 -0.31592
C 0.13451 0.98813 -0.32688
C 0.95296 0.67269 0.89622
N 2.33523 0.27004 1.27637
C 1.44130 -0.63299 0.58013
C 0.13143 -1.36889 0.61210
H -2.04677 1.28758 -1.50410
H -3.06885 0.11066 -2.13631
H 0.73378 1.06908 -1.24297
H -0.51686 1.86248 -0.20382
H 0.27600 0.59058 1.74532
H 2.23257 0.25326 2.27942
H 1.86348 -0.69756 -0.41306
H -0.33703 -1.44062 1.58171
H 0.12187 -2.33738 0.12712
*
```

**Calculated total energy**: -360.01023 a.u.
**Maximum force**: 0.044 Eh/bohr
**Kohn-Sham gap**: 9.82 eV
**HOMO**: -8.846 eV
**ΔE to the lowest compared entry with this formula, charge and spin**: 117.4 kcal per mole